# 1
16 unconnected molecules or ions with the total composition C45H85N9O21, computed with ωB97M-V with the def2-TZVPD basis set.

LUMO level	-0.0133	Eh
gap between HOMO and LUMO	8.87	eV
strongest force on any atom	2.6	eV Å⁻¹
ΔE to the lowest compared entry with this formula, charge and spin	0.0	kcal/mol

Geometry (Å):
C: 2.621 -2.139 -0.690
O: 2.182 -1.480 0.466
C: 1.388 -0.331 0.249
C: 1.088 0.213 1.614
O: -0.093 0.992 1.583
C: -0.624 1.238 2.866
C: -1.887 2.057 2.746
O: -1.715 3.255 2.037
C: -2.905 3.870 1.649
H: 3.147 -3.053 -0.434
H: 3.272 -1.506 -1.306
H: 1.750 -2.331 -1.332
H: 0.475 -0.707 -0.241
H: 1.837 0.432 -0.394
H: 1.919 0.846 1.954
H: 1.061 -0.551 2.401
H: 0.149 1.656 3.515
H: -0.878 0.253 3.282
H: -2.239 2.325 3.757
H: -2.657 1.439 2.266
H: -2.655 4.780 1.107
H: -3.589 4.070 2.480
H: -3.498 3.288 0.928
C: 0.968 -2.592 -8.128
O: 1.585 -2.557 -6.867
C: 0.698 -2.371 -5.795
C: 1.238 -2.920 -4.483
O: 1.325 -4.342 -4.536
C: 2.617 -4.822 -4.823
C: 3.630 -4.677 -3.690
O: 3.914 -5.873 -2.993
C: 2.890 -6.164 -2.074
H: 0.388 -1.688 -8.336
H: 0.390 -3.514 -8.275
H: 1.763 -2.682 -8.873
H: -0.249 -2.889 -5.973
H: 0.555 -1.296 -5.598
H: 0.474 -2.690 -3.737
H: 2.188 -2.481 -4.168
H: 3.002 -4.312 -5.713
H: 2.612 -5.875 -5.111
H: 3.315 -3.873 -3.011
H: 4.608 -4.361 -4.055
H: 2.762 -5.345 -1.356
H: 3.074 -7.030 -1.426
H: 1.986 -6.488 -2.605
C: 4.839 1.055 3.371
O: 3.731 1.873 3.719
C: 3.470 2.889 2.922
O: 4.096 3.196 1.961
O: 2.354 3.451 3.345
C: 1.759 4.520 2.617
H: 5.788 1.506 3.661
H: 4.875 0.902 2.289
H: 4.698 0.090 3.847
H: 1.508 5.292 3.340
H: 0.880 4.131 2.112
H: 2.369 4.972 1.834
C: -0.468 -4.834 -1.965
O: -1.773 -4.344 -2.217
C: -2.817 -4.838 -1.571
O: -2.800 -5.714 -0.752
O: -3.862 -4.133 -1.965
C: -5.175 -4.548 -1.575
H: -0.357 -5.309 -0.989
H: 0.202 -3.980 -1.979
H: -0.195 -5.531 -2.751
H: -5.442 -3.885 -0.754
H: -5.222 -5.584 -1.253
H: -5.855 -4.350 -2.398
C: -2.266 4.125 -5.807
O: -3.035 3.409 -4.849
C: -2.955 3.799 -3.585
O: -2.088 4.488 -3.095
O: -3.884 3.153 -2.896
C: -3.862 3.280 -1.488
H: -1.925 5.075 -5.399
H: -2.888 4.202 -6.691
H: -1.345 3.603 -6.073
H: -2.899 3.059 -1.023
H: -4.622 2.640 -1.053
H: -4.093 4.319 -1.239
C: 6.227 -3.482 -1.912
O: 6.489 -4.868 -1.885
C: 6.453 -5.471 -0.716
O: 6.218 -4.914 0.309
O: 6.784 -6.721 -0.896
C: 6.936 -7.527 0.268
H: 6.899 -2.928 -1.258
H: 5.216 -3.317 -1.530
H: 6.273 -3.109 -2.928
H: 6.124 -7.368 0.976
H: 7.861 -7.222 0.759
H: 6.980 -8.566 -0.032
C: -3.345 -1.201 0.386
O: -2.962 -1.939 1.532
C: -3.667 -3.004 1.899
O: -4.717 -3.342 1.421
O: -2.987 -3.670 2.816
C: -3.238 -5.051 2.943
H: -3.843 -0.292 0.733
H: -4.054 -1.771 -0.208
H: -2.471 -0.886 -0.174
H: -4.291 -5.230 3.174
H: -2.715 -5.608 3.717
H: -3.045 -5.626 2.033
C: 0.144 3.688 -0.670
C: 1.587 3.588 -0.901
N: 2.726 3.547 -1.049
H: -0.209 2.780 -0.168
H: -0.341 3.647 -1.644
H: -0.022 4.507 0.023
C: 1.333 2.787 -4.220
C: 1.358 1.518 -3.487
N: 1.313 0.474 -3.024
H: 2.334 2.818 -4.649
H: 1.212 3.630 -3.542
H: 0.459 2.757 -4.864
C: -6.699 4.856 3.463
C: -6.262 4.759 2.070
N: -5.917 4.704 0.974
H: -7.784 4.851 3.519
H: -6.399 5.860 3.774
H: -6.194 4.130 4.089
C: 0.250 -3.410 1.863
C: 0.400 -4.151 3.115
N: 0.510 -4.700 4.113
H: -0.238 -2.465 2.083
H: -0.426 -4.010 1.247
H: 1.208 -3.349 1.364
C: -0.254 3.249 6.580
C: 0.867 2.677 7.332
N: 1.725 2.220 7.917
H: -0.983 3.702 7.243
H: -0.672 2.466 5.949
H: 0.215 3.980 5.918
C: -2.356 6.563 4.450
C: -3.470 6.762 3.529
N: -4.295 6.933 2.758
H: -2.569 7.119 5.361
H: -1.407 6.912 4.050
H: -2.238 5.501 4.664
C: -3.549 7.045 -0.706
C: -2.132 6.806 -0.476
N: -1.034 6.640 -0.255
H: -4.052 6.111 -0.953
H: -3.674 7.763 -1.515
H: -4.016 7.437 0.197
C: -4.686 0.970 5.954
C: -4.615 1.125 7.401
N: -4.578 1.208 8.536
H: -4.695 -0.095 5.728
H: -3.846 1.424 5.429
H: -5.566 1.440 5.518
C: 5.573 0.874 -0.744
C: 6.755 0.473 -1.495
N: 7.668 0.116 -2.074
H: 5.072 0.057 -0.235
H: 4.975 1.408 -1.490
H: 5.746 1.658 -0.003

# 2
A molecular structure, C45H86B2Br28N2O9S2, computed with ωB97M-V with the def2-TZVPD basis set.

LUMO level	-0.0054	Eh
gap between HOMO and LUMO	8.99	eV
strongest force on any atom	3.3	eV Å⁻¹

Geometry (Å):
C: 1.304 0.821 1.612
C: 1.225 -0.102 0.381
B: 2.461 -0.158 -0.596
O: 2.203 -0.346 -1.933
C: 4.006 0.039 -0.090
C: 4.361 1.510 0.066
C: 3.373 2.525 -0.488
C: 3.363 2.613 -2.023
C: 2.084 3.218 -2.593
C: 1.614 4.530 -1.939
C: 0.693 4.426 -0.711
C: -0.291 3.276 -0.711
S: -1.275 3.192 -2.238
C: -2.146 1.762 -1.786
N: -3.316 1.673 -1.256
N: -3.545 0.328 -1.046
C: -2.503 -0.317 -1.468
O: -1.568 0.553 -1.916
O: 3.951 -0.705 1.240
S: 3.874 -2.261 0.937
O: 2.557 -2.790 1.060
O: 4.870 -2.921 1.720
O: 4.262 -2.181 -0.582
C: 5.013 -0.864 -0.794
C: 5.174 -0.776 -2.297
B: 5.886 0.477 -2.921
O: 5.420 0.970 -4.123
O: 6.985 1.044 -2.319
C: 6.410 -1.126 -0.177
C: 6.941 -0.117 0.847
C: 6.743 -0.431 2.281
O: 8.058 -0.530 1.544
H: 2.321 1.023 1.941
H: 0.863 1.794 1.392
H: 0.765 0.412 2.467
H: 0.378 0.250 -0.222
H: 0.943 -1.100 0.705
H: 1.402 0.142 -2.163
H: 4.465 1.695 1.137
H: 5.332 1.749 -0.366
H: 2.373 2.471 -0.055
H: 3.757 3.494 -0.163
H: 3.435 1.599 -2.414
H: 4.251 3.168 -2.331
H: 2.285 3.455 -3.640
H: 1.320 2.440 -2.616
H: 2.519 5.053 -1.614
H: 1.169 5.146 -2.720
H: 0.109 5.345 -0.650
H: 1.319 4.394 0.181
H: -0.991 3.353 0.119
H: 0.252 2.337 -0.580
H: -2.325 -1.375 -1.425
H: 4.242 -0.939 -2.833
H: 5.829 -1.615 -2.560
H: 6.145 1.392 -4.598
H: 7.516 1.590 -2.909
H: 6.505 -2.089 0.307
H: 7.205 -1.076 -0.920
H: 6.880 0.934 0.588
H: 6.938 0.368 2.982
H: 6.639 -1.446 2.628
Br: -5.541 -4.280 -4.720
C: -6.573 -3.788 -3.132
C: -6.569 -2.253 -2.968
Br: -4.840 -1.578 -2.263
H: -6.139 -4.344 -2.298
H: -7.580 -4.157 -3.316
H: -7.316 -1.904 -2.269
H: -6.727 -1.763 -3.925
Br: -6.764 -3.348 -0.487
C: -6.339 -3.478 1.410
C: -7.565 -3.529 2.276
Br: -8.418 -1.787 2.447
H: -5.699 -2.628 1.634
H: -5.773 -4.402 1.519
H: -7.303 -3.821 3.291
H: -8.314 -4.206 1.884
Br: -8.870 -6.482 0.228
C: -10.471 -5.400 0.446
C: -11.204 -5.203 -0.853
Br: -10.295 -3.924 -1.995
H: -10.150 -4.457 0.878
H: -11.094 -5.936 1.159
H: -12.189 -4.781 -0.661
H: -11.306 -6.118 -1.428
Br: 8.593 -6.950 0.139
C: 7.070 -5.757 0.350
C: 6.401 -5.459 -0.967
Br: 7.439 -4.188 -2.010
H: 7.437 -4.863 0.843
H: 6.382 -6.280 1.010
H: 5.442 -4.988 -0.771
H: 6.274 -6.346 -1.578
Br: -6.676 -3.024 5.990
C: -7.311 -4.453 7.141
C: -8.319 -5.323 6.437
Br: -10.054 -4.460 6.295
H: -7.711 -3.983 8.033
H: -6.429 -5.035 7.399
H: -8.492 -6.235 7.003
H: -8.011 -5.574 5.426
Br: -12.733 -1.495 -1.059
C: -11.876 0.094 -0.339
C: -11.286 0.945 -1.431
Br: -9.638 0.182 -2.128
H: -11.127 -0.248 0.370
H: -12.657 0.635 0.188
H: -11.011 1.922 -1.041
H: -11.958 1.063 -2.274
Br: 5.469 -5.907 -6.411
C: 3.835 -5.056 -5.794
C: 4.116 -4.017 -4.742
Br: 4.523 -4.798 -3.014
H: 3.182 -5.844 -5.435
H: 3.396 -4.596 -6.677
H: 3.235 -3.398 -4.578
H: 4.964 -3.384 -4.999
Br: 5.921 5.034 0.155
C: 4.819 6.638 0.070
C: 4.810 7.241 -1.307
Br: 6.466 8.188 -1.682
H: 5.200 7.312 0.825
H: 3.818 6.314 0.352
H: 4.023 7.988 -1.387
H: 4.687 6.498 -2.089
Br: 4.469 6.879 3.741
C: 4.724 8.774 4.100
C: 3.695 9.617 3.395
Br: 4.076 9.783 1.494
H: 5.738 9.017 3.802
H: 4.626 8.880 5.178
H: 3.708 10.634 3.780
H: 2.692 9.211 3.480
Br: 5.701 -0.452 5.651
C: 3.997 0.458 5.848
C: 3.420 0.865 4.519
Br: 4.323 2.422 3.781
H: 4.168 1.305 6.504
H: 3.341 -0.258 6.338
H: 2.380 1.164 4.632
H: 3.494 0.079 3.773
Br: 7.090 -1.439 -6.080
C: 5.293 -1.114 -6.752
C: 4.985 -1.984 -7.941
Br: 5.860 -1.344 -9.552
H: 5.225 -0.055 -6.974
H: 4.628 -1.349 -5.923
H: 3.919 -1.959 -8.159
H: 5.306 -3.013 -7.798
Br: -1.885 6.637 0.520
C: -3.600 6.962 -0.335
C: -3.759 6.121 -1.574
Br: -2.708 6.818 -3.054
H: -3.654 8.026 -0.535
H: -4.350 6.692 0.405
H: -4.791 6.139 -1.914
H: -3.442 5.092 -1.426
Br: -4.652 -6.288 2.679
C: -2.874 -5.508 2.837
C: -2.437 -5.424 4.274
Br: -3.341 -3.968 5.194
H: -2.914 -4.534 2.358
H: -2.219 -6.165 2.270
H: -1.374 -5.203 4.338
H: -2.653 -6.332 4.827
Br: -0.616 3.853 2.981
C: -1.635 2.538 3.985
C: -2.660 1.859 3.114
Br: -4.183 3.011 2.763
H: -2.078 3.061 4.826
H: -0.907 1.815 4.348
H: -3.065 0.983 3.617
H: -2.258 1.571 2.148

# 3
4 unconnected molecules or ions with the total composition C45H86BrCl2F3N2O16PS, computed with ωB97M-V with the def2-TZVPD basis set.

LUMO level	-0.0846	Eh
gap between HOMO and LUMO	8.05	eV
strongest force on any atom	5.5	eV Å⁻¹
charge	+1
ΔE to the lowest compared entry with this formula, charge and spin	0.0	kcal/mol

Geometry (Å):
C: 0.264 -3.132 5.618
C: 0.184 -2.500 4.585
C: 0.370 -1.610 3.331
C: 1.821 -1.680 2.629
C: 1.921 -3.269 2.351
C: 0.745 -4.106 1.817
O: 0.163 -4.962 2.852
C: 1.085 -5.244 0.721
F: 1.248 -6.500 1.310
F: -0.025 -5.389 -0.125
F: 2.184 -5.023 -0.057
N: 2.925 -1.246 3.593
C: 4.271 -1.900 3.465
S: 5.611 -1.197 2.442
C: 7.212 -1.762 3.234
C: 8.013 -2.696 2.211
C: 2.928 0.198 3.999
C: 4.177 0.745 4.809
C: 4.590 0.129 6.202
C: 5.181 1.207 7.252
O: 1.826 0.698 4.741
C: 1.364 0.132 5.940
C: 1.406 1.237 7.100
O: 0.656 0.835 8.249
C: 1.482 0.763 9.431
C: 2.209 -0.671 9.436
C: 2.849 1.225 2.737
O: 4.092 1.568 2.129
N: 4.363 2.910 2.261
O: 5.351 3.209 1.694
C: 1.627 0.760 1.817
C: 1.444 1.836 0.655
O: 0.979 3.047 1.273
C: 0.502 3.997 0.291
C: -0.580 4.922 1.032
C: 1.651 -0.775 1.319
C: 0.545 -1.210 0.296
Cl: 0.809 -2.449 -1.033
C: -0.780 -0.791 0.244
C: -1.824 -1.294 -0.850
Cl: -1.491 0.326 1.437
P: 3.212 -0.641 0.166
O: 2.697 -0.041 -1.362
Br: 4.166 -2.566 -0.482
H: 0.239 -3.757 6.534
H: -0.467 -1.919 2.639
H: 0.057 -0.580 3.649
H: 2.860 -3.547 1.769
H: 2.189 -3.693 3.381
H: -0.157 -3.585 1.372
H: -0.740 -4.652 3.041
H: 2.607 -1.724 4.476
H: 4.712 -1.897 4.522
H: 4.288 -3.009 3.288
H: 6.952 -2.397 4.136
H: 7.813 -0.861 3.539
H: 8.081 -2.199 1.197
H: 7.508 -3.708 2.149
H: 9.080 -2.830 2.572
H: 3.910 1.833 5.032
H: 5.146 0.841 4.236
H: 3.848 -0.519 6.736
H: 5.484 -0.553 5.997
H: 4.819 0.842 8.267
H: 6.304 1.205 7.267
H: 4.716 2.211 7.056
H: 1.803 -0.860 6.287
H: 0.250 -0.100 5.840
H: 2.451 1.570 7.355
H: 0.880 2.157 6.678
H: 2.235 1.599 9.493
H: 0.794 0.814 10.318
H: 1.844 -1.261 10.331
H: 3.326 -0.531 9.428
H: 1.855 -1.246 8.523
H: 2.503 2.232 3.151
H: 0.741 1.010 2.483
H: 2.414 2.067 0.106
H: 0.670 1.498 -0.106
H: -0.048 3.505 -0.573
H: 1.397 4.589 -0.052
H: -0.046 5.850 1.405
H: -0.971 4.352 1.920
H: -1.411 5.187 0.306
H: -2.855 -0.894 -0.643
H: -1.498 -1.035 -1.895
H: -1.887 -2.417 -0.675
H: 3.279 -0.408 -2.057
C: -9.693 -3.813 -2.783
O: -8.329 -4.178 -2.715
C: -7.489 -3.220 -3.345
C: -6.039 -3.439 -2.940
O: -5.726 -2.871 -1.667
C: -6.221 -3.585 -0.535
C: -5.435 -4.854 -0.243
O: -5.870 -5.910 -1.087
C: -4.943 -6.977 -1.123
H: -10.018 -3.722 -3.825
H: -10.279 -4.594 -2.298
H: -9.864 -2.871 -2.252
H: -7.799 -2.205 -3.068
H: -7.587 -3.349 -4.430
H: -5.406 -2.907 -3.655
H: -5.758 -4.491 -2.984
H: -7.291 -3.779 -0.626
H: -6.089 -2.906 0.312
H: -5.611 -5.162 0.796
H: -4.364 -4.666 -0.392
H: -3.990 -6.640 -1.547
H: -5.348 -7.759 -1.765
H: -4.785 -7.388 -0.120
C: 5.962 2.640 -1.846
O: 5.294 3.461 -2.780
C: 3.993 3.821 -2.334
C: 3.448 4.980 -3.155
O: 3.940 6.247 -2.726
C: 5.290 6.542 -3.086
C: 5.446 6.900 -4.556
O: 5.503 5.720 -5.349
C: 5.272 5.991 -6.717
H: 5.400 1.715 -1.672
H: 6.941 2.387 -2.254
H: 6.106 3.177 -0.903
H: 4.023 4.105 -1.274
H: 3.341 2.946 -2.460
H: 2.367 5.024 -2.998
H: 3.612 4.833 -4.224
H: 5.964 5.738 -2.788
H: 5.558 7.423 -2.496
H: 6.388 7.445 -4.700
H: 4.608 7.530 -4.873
H: 4.263 6.390 -6.862
H: 5.353 5.053 -7.267
H: 6.016 6.695 -7.104
C: -6.656 3.316 -9.369
O: -6.880 2.601 -8.171
C: -8.264 2.510 -7.854
C: -8.497 1.445 -6.794
O: -8.539 0.124 -7.331
C: -7.280 -0.434 -7.706
C: -6.447 -0.871 -6.511
O: -5.772 0.245 -5.942
C: -5.300 -0.031 -4.641
H: -7.045 4.336 -9.289
H: -5.581 3.360 -9.543
H: -7.123 2.800 -10.215
H: -8.842 2.268 -8.752
H: -8.583 3.486 -7.466
H: -9.488 1.610 -6.363
H: -7.776 1.517 -5.979
H: -6.729 0.240 -8.363
H: -7.524 -1.326 -8.289
H: -5.685 -1.589 -6.841
H: -7.094 -1.343 -5.764
H: -6.139 -0.239 -3.968
H: -4.775 0.851 -4.274
H: -4.606 -0.879 -4.652